Entry 1:
# C46H116N8O15

A 8-piece molecular cluster, C46H116N8O15 overall in a non-equilibrium geometry (ωB97M-V/def2-TZVPD, OMol25).

Its HOMO-LUMO gap is 8.7 eV. The charge is 0. Its SMILES is COC[C@H](C)N.COCCNCCOC.COCCNCCOC.COCCNCCOC.COCCNCCOC.COCCNCCOC.COCCNCCOC.COCCNCCOC. The calculation puts the energy above the lowest of the compared OMol25 structures with the same formula, charge and spin at 154.44 kcal per mole.

Positions of all 185 atoms, in Å:
C -5.711 -5.073 0.234
O -4.807 -4.767 -0.833
C -3.838 -5.750 -1.026
C -2.905 -5.241 -2.176
N -3.588 -5.259 -3.483
C -2.964 -4.695 -4.681
C -1.642 -3.877 -4.517
O -1.725 -2.750 -3.589
C -2.769 -1.836 -3.787
H -6.320 -4.217 0.524
H -5.291 -5.673 1.042
H -6.379 -5.888 -0.046
H -4.261 -6.658 -1.455
H -3.237 -5.962 -0.142
H -1.994 -5.795 -2.400
H -2.607 -4.219 -1.944
H -4.419 -4.708 -3.326
H -3.686 -4.196 -5.328
H -2.857 -5.481 -5.429
H -1.404 -3.530 -5.522
H -0.876 -4.584 -4.197
H -2.848 -1.360 -4.765
H -2.791 -1.060 -3.022
H -3.705 -2.395 -3.807
C 4.756 -3.470 -3.923
O 3.665 -2.609 -4.101
C 3.112 -2.708 -5.384
C 1.616 -3.215 -5.287
N 1.081 -2.969 -6.657
C 0.959 -1.615 -7.149
C -0.128 -1.472 -8.312
O -1.313 -2.199 -7.979
C -2.273 -2.240 -9.082
H 4.590 -4.546 -3.977
H 5.232 -3.354 -2.950
H 5.491 -3.256 -4.699
H 3.774 -3.062 -6.175
H 2.970 -1.655 -5.626
H 1.029 -2.678 -4.542
H 1.572 -4.272 -5.023
H 0.093 -3.180 -6.680
H 1.901 -1.407 -7.657
H 0.972 -0.847 -6.376
H 0.436 -1.713 -9.213
H -0.351 -0.406 -8.280
H -2.660 -1.229 -9.212
H -3.022 -3.020 -8.948
H -1.715 -2.541 -9.968
C 10.915 -0.517 -2.100
O 9.469 -0.776 -2.275
C 8.688 0.193 -1.573
C 8.648 -0.098 -0.002
N 7.999 0.913 0.645
C 7.770 0.491 2.070
C 6.561 1.368 2.585
O 5.336 0.666 2.183
C 4.107 1.124 2.659
H 11.169 0.472 -1.717
H 11.294 -0.696 -3.106
H 11.357 -1.161 -1.339
H 7.716 0.113 -2.061
H 8.967 1.203 -1.872
H 9.641 -0.265 0.417
H 8.039 -0.998 0.088
H 7.183 1.099 0.080
H 8.686 0.584 2.653
H 7.450 -0.551 2.098
H 6.606 2.386 2.196
H 6.582 1.455 3.671
H 4.072 1.172 3.747
H 3.319 0.473 2.282
H 4.016 2.085 2.152
C -2.750 1.183 -7.160
O -1.510 1.910 -6.980
C -1.462 2.562 -5.709
C 0.092 2.723 -5.393
N 0.736 1.432 -5.348
C 2.100 1.535 -4.931
C 2.352 0.733 -3.631
O 1.542 1.354 -2.623
C 2.195 2.390 -1.853
H -2.966 0.499 -6.339
H -2.875 0.571 -8.054
H -3.575 1.879 -7.312
H -1.976 1.875 -5.038
H -2.020 3.496 -5.644
H 0.265 3.310 -4.491
H 0.643 3.170 -6.220
H 0.214 0.940 -4.637
H 2.528 2.537 -4.949
H 2.739 1.052 -5.670
H 3.408 0.727 -3.358
H 1.997 -0.288 -3.765
H 2.585 3.256 -2.387
H 2.948 1.816 -1.313
H 1.506 2.696 -1.065
C -0.987 5.523 3.128
O -1.166 6.928 2.761
C -1.942 7.607 3.642
C -1.900 9.176 3.299
N -2.795 9.515 2.205
C -2.781 10.939 1.828
C -3.348 11.109 0.484
O -2.688 10.339 -0.444
C -3.009 10.543 -1.753
H -1.845 4.942 2.791
H -0.856 5.513 4.210
H -0.042 5.116 2.769
H -1.654 7.477 4.685
H -2.984 7.289 3.597
H -0.898 9.426 2.953
H -2.251 9.611 4.235
H -2.502 9.028 1.370
H -1.730 11.227 1.780
H -3.310 11.483 2.610
H -3.205 12.172 0.292
H -4.436 11.064 0.538
H -2.857 11.522 -2.208
H -3.958 10.072 -2.009
H -2.205 10.015 -2.266
C 3.969 -6.255 6.900
O 3.752 -4.920 6.685
C 4.492 -4.080 7.500
C 3.988 -2.662 7.370
N 2.617 -2.428 7.777
C 1.866 -1.437 6.948
C 1.444 -1.853 5.601
O 0.162 -2.612 5.688
C -0.441 -3.117 4.515
H 3.214 -6.444 7.664
H 4.902 -6.538 7.387
H 3.982 -7.028 6.132
H 5.460 -4.182 7.009
H 4.545 -4.285 8.569
H 4.101 -2.414 6.314
H 4.643 -1.978 7.910
H 2.214 -3.249 7.349
H 2.530 -0.574 6.897
H 0.907 -1.288 7.445
H 2.186 -2.582 5.275
H 1.361 -1.019 4.904
H 0.156 -3.856 3.982
H -0.615 -2.401 3.711
H -1.342 -3.656 4.810
C -3.007 0.331 3.584
O -3.985 -0.651 4.069
C -3.784 -0.973 5.453
C -5.092 -1.500 6.011
N -6.147 -0.455 6.254
C -7.447 -1.095 6.127
C -7.889 -1.441 4.639
O -9.302 -1.442 4.516
C -9.924 -1.853 3.253
H -3.387 0.708 2.634
H -2.051 -0.166 3.418
H -2.804 1.247 4.137
H -3.493 -0.114 6.059
H -2.942 -1.665 5.476
H -4.886 -2.042 6.934
H -5.365 -2.235 5.253
H -6.301 0.122 5.440
H -8.171 -0.315 6.364
H -7.682 -1.893 6.832
H -7.539 -2.429 4.342
H -7.603 -0.713 3.879
H -9.420 -2.714 2.812
H -9.922 -0.987 2.591
H -10.945 -2.070 3.566
C -0.961 -1.713 0.378
C -0.264 -0.464 -0.163
C 0.608 0.178 0.970
O -0.161 0.479 2.110
C 0.380 1.591 2.803
N 0.591 -0.856 -1.291
H -1.365 -2.227 -0.494
H -1.769 -1.377 1.029
H -0.244 -2.316 0.935
H -1.016 0.127 -0.686
H 1.191 0.975 0.508
H 1.359 -0.498 1.378
H -0.315 1.808 3.614
H 0.253 2.550 2.300
H 1.390 1.423 3.177
H 0.124 -1.430 -1.978
H 1.079 -0.136 -1.805

Atom charges from the Löwdin analysis, given in e for atoms 1 to 5: atom 1 (C): -0.10, atom 2 (O): -0.18, atom 3 (C): -0.23, atom 4 (C): -0.18, atom 5 (N): -0.06

---

Entry 2:
# C46H118N6O15

A 10-piece molecular cluster, C46H118N6O15 overall in a non-equilibrium geometry (ωB97M-V/def2-TZVPD, OMol25).

Its HOMO-LUMO gap (alpha / beta) is 1.6 / 8.7 eV. The charge is -1. Its expectation value of S² is 0.750. Its multiplicity is 2.

Positions of all 185 atoms, in Å:
C -0.918 -0.898 -4.492
O -0.116 -1.692 -5.433
C -0.972 -2.611 -6.124
C -0.278 -3.951 -6.509
N -1.000 -4.925 -7.387
C -1.599 -4.369 -8.566
C -2.464 -5.428 -9.266
O -1.559 -6.262 -9.985
C -1.857 -7.573 -9.857
H -1.651 -0.283 -5.013
H -0.275 -0.180 -3.982
H -1.356 -1.479 -3.681
H -1.199 -1.965 -6.972
H -1.948 -2.860 -5.706
H 0.168 -4.479 -5.665
H 0.594 -3.567 -7.040
H -0.664 -5.875 -7.449
H -0.764 -4.086 -9.206
H -2.228 -3.510 -8.335
H -3.013 -4.889 -10.038
H -3.170 -5.882 -8.570
H -1.784 -7.722 -8.779
H -1.146 -8.210 -10.383
H -2.885 -7.807 -10.135
C 5.029 10.971 2.999
O 5.541 9.827 3.757
C 4.880 8.604 3.403
C 5.506 7.301 3.912
N 4.675 6.189 3.565
C 5.261 4.871 3.915
C 4.189 3.755 3.664
O 3.957 3.647 2.228
C 2.765 2.981 1.904
H 3.980 11.123 3.253
H 5.242 10.918 1.931
H 5.435 11.924 3.339
H 4.752 8.419 2.336
H 3.911 8.681 3.895
H 5.747 7.288 4.975
H 6.478 7.248 3.422
H 4.420 6.258 2.590
H 5.722 4.841 4.902
H 5.999 4.667 3.139
H 3.229 3.995 4.122
H 4.626 2.806 3.975
H 2.528 2.982 0.839
H 1.928 3.459 2.414
H 2.836 1.990 2.352
C 4.888 -7.028 0.313
O 4.689 -6.113 -0.743
C 3.327 -5.714 -0.924
C 3.311 -4.497 -1.839
N 3.743 -3.277 -1.208
C 3.958 -2.134 -2.188
C 4.555 -0.834 -1.534
O 5.934 -1.031 -1.165
C 6.958 -1.235 -2.170
H 5.731 -7.716 0.249
H 3.983 -7.633 0.345
H 4.922 -6.540 1.287
H 2.828 -5.589 0.036
H 2.761 -6.368 -1.588
H 2.315 -4.357 -2.259
H 4.008 -4.744 -2.640
H 4.637 -3.427 -0.761
H 3.051 -1.856 -2.725
H 4.634 -2.468 -2.976
H 3.968 -0.504 -0.677
H 4.438 -0.081 -2.313
H 7.125 -0.344 -2.776
H 6.904 -2.157 -2.748
H 7.954 -1.198 -1.727
C -3.162 -0.790 3.852
O -2.166 -1.747 4.312
C -1.965 -1.787 5.728
C -2.988 -2.730 6.416
N -2.487 -4.115 6.245
C -3.226 -5.098 7.053
C -4.700 -5.396 6.724
O -5.176 -6.637 7.228
C -5.239 -6.748 8.643
H -4.172 -1.032 4.183
H -3.124 -0.918 2.770
H -2.939 0.235 4.149
H -2.065 -0.798 6.176
H -0.949 -2.100 5.966
H -3.972 -2.693 5.948
H -3.063 -2.576 7.493
H -2.731 -4.397 5.306
H -3.178 -4.870 8.118
H -2.563 -5.963 7.019
H -4.736 -5.587 5.652
H -5.342 -4.561 7.002
H -6.199 -6.328 8.944
H -4.528 -6.179 9.242
H -4.944 -7.728 9.018
C -5.164 -1.039 -0.924
O -5.519 -0.818 -2.284
C -4.475 -0.403 -3.197
C -4.992 -0.669 -4.566
N -6.271 -0.047 -4.963
C -6.605 -0.078 -6.371
C -7.386 -1.374 -6.744
O -6.546 -2.525 -6.847
C -5.747 -2.589 -8.066
H -4.388 -1.737 -0.610
H -6.062 -1.428 -0.443
H -4.976 -0.043 -0.523
H -3.555 -0.909 -2.902
H -4.358 0.674 -3.079
H -5.201 -1.733 -4.675
H -4.231 -0.346 -5.276
H -6.954 -0.546 -4.412
H -5.665 0.001 -6.916
H -7.293 0.747 -6.559
H -7.962 -1.263 -7.662
H -8.208 -1.600 -6.065
H -4.991 -3.374 -8.045
H -5.139 -1.703 -8.246
H -6.433 -2.792 -8.889
C -0.506 4.706 0.385
C -0.182 6.066 0.972
C 0.138 5.995 2.441
O -0.065 7.329 3.036
C 0.697 7.381 4.277
N 0.947 6.740 0.282
H -1.323 4.170 0.868
H 0.323 3.999 0.377
H -0.813 4.796 -0.657
H -1.040 6.726 0.849
H 1.147 5.600 2.557
H -0.505 5.393 3.082
H 1.785 7.337 4.230
H 0.539 6.619 5.040
H 0.341 8.264 4.807
H 0.859 7.510 0.930
H 1.854 6.339 0.470
C 1.293 1.331 5.066
C 1.299 1.755 6.580
C 0.492 0.687 7.433
O 2.655 1.552 6.948
H 1.868 0.471 4.724
H 1.647 2.162 4.456
H 0.278 1.109 4.734
H 1.103 2.815 6.741
H 0.815 -0.344 7.289
H -0.594 0.771 7.395
H 0.775 0.800 8.480
H 2.770 0.609 6.807
C 2.106 -1.855 2.239
C 0.802 -2.254 2.879
C 1.051 -3.506 3.777
O 0.300 -1.133 3.612
H 1.940 -0.846 1.860
H 2.314 -2.710 1.595
H 2.864 -1.829 3.021
H 0.158 -2.494 2.033
H 1.080 -4.398 3.150
H 0.284 -3.670 4.534
H 1.951 -3.470 4.392
H -0.592 -1.433 3.802
C 0.601 1.185 -0.761
C -0.445 1.010 0.416
C -1.223 -0.347 0.341
O 0.307 1.042 1.583
H 1.090 2.159 -0.770
H 0.200 0.899 -1.733
H 1.469 0.552 -0.574
H -1.096 1.884 0.411
H -1.834 -0.597 1.208
H -0.488 -1.144 0.226
H -1.916 -0.498 -0.487
H 0.132 0.249 2.096
C 0.696 3.880 -5.370
C -0.045 4.468 -4.158
C 1.039 4.506 -2.986
O -0.450 5.793 -4.500
H 1.114 2.944 -5.000
H 1.482 4.527 -5.761
H -0.061 3.626 -6.112
H -0.841 3.762 -3.921
H 0.824 5.228 -2.198
H 2.053 4.608 -3.373
H 1.082 3.499 -2.572
H 0.024 6.418 -3.947

Atom charges from the Löwdin analysis, given in e for atoms 1 to 5: atom 1 (C): -0.09, atom 2 (O): -0.19, atom 3 (C): -0.25, atom 4 (C): -0.17, atom 5 (N): -0.07

---

| no. | DFT total energy (Ha) |
| --- | --- |
| 1 | -3388.226054 |
| 2 | -3280.048028 |